C58H110N12 | ωB97M-V/def2-TZVPD

Computed properties:
- structure (SMILES) = c1cc[nH]c1.c1cc[nH]c1.c1cc[nH]c1.c1cc[nH]c1.c1cc[nH]c1.c1cc[nH]c1.c1cc[nH]c1.CCN(CC)CC.CCN(CC)CC.CCN(CC)CC.CCN(CC)CC.CCN(CC)CC
- HOMO (eV) = -7.8
- Kohn-Sham gap (hartree) = 0.3009

```
! RIJCOSX wB97M-V def2-TZVPD def2/J DEFGRID3
* xyz 0 1
C -3.90 -2.44 -2.09
C -4.92 -1.55 -1.86
C -6.01 -2.26 -1.37
N -5.62 -3.59 -1.18
C -4.28 -3.71 -1.64
H -2.94 -2.22 -2.53
H -4.91 -0.50 -2.09
H -7.03 -1.97 -1.18
H -6.27 -4.31 -0.89
H -3.81 -4.67 -1.48
C 4.08 2.41 2.67
C 4.67 2.23 3.92
C 3.79 2.73 4.90
N 2.73 3.28 4.25
C 2.93 3.11 2.91
H 4.38 2.08 1.69
H 5.61 1.69 4.00
H 3.78 2.83 5.98
H 1.96 3.79 4.67
H 2.19 3.55 2.26
C -5.40 -0.83 3.50
C -4.30 -1.63 3.60
C -4.06 -2.25 2.41
N -5.11 -1.95 1.58
C -6.00 -1.11 2.19
H -5.80 -0.18 4.27
H -3.69 -1.70 4.49
H -3.33 -2.98 2.09
H -5.22 -2.29 0.63
H -6.83 -0.68 1.64
C 0.82 -0.36 5.22
C -0.54 -0.71 5.15
C -0.97 -0.49 3.83
N 0.13 -0.14 3.06
C 1.13 0.13 3.98
H 1.45 -0.27 6.09
H -1.18 -1.13 5.91
H -1.96 -0.60 3.40
H 0.18 0.05 2.07
H 2.02 0.57 3.59
C -4.26 6.67 1.21
C -3.63 5.51 0.70
C -4.49 4.44 1.03
N -5.66 4.96 1.59
C -5.49 6.31 1.66
H -3.88 7.68 1.15
H -2.67 5.45 0.22
H -4.43 3.38 0.86
H -6.43 4.44 1.99
H -6.26 6.89 2.14
C 4.46 -1.20 -4.29
C 4.26 0.14 -4.01
C 4.30 0.31 -2.62
N 4.50 -0.91 -2.08
C 4.66 -1.81 -3.08
H 4.44 -1.64 -5.28
H 4.05 0.86 -4.78
H 4.24 1.17 -1.97
H 4.52 -1.21 -1.12
H 4.79 -2.82 -2.72
C 1.74 -4.97 2.99
C 0.33 -5.04 2.73
C -0.26 -3.99 3.40
N 0.68 -3.21 3.93
C 1.92 -3.70 3.61
H 2.54 -5.61 2.65
H -0.27 -5.85 2.35
H -1.25 -3.59 3.59
H 0.48 -2.30 4.31
H 2.81 -3.22 4.00
C -5.58 1.15 -4.13
C -5.93 2.16 -3.04
N -7.37 2.51 -3.03
C -7.91 2.91 -4.34
C -7.21 4.09 -5.00
C -7.71 3.41 -1.92
C -9.20 3.65 -1.80
H -5.82 1.52 -5.12
H -6.17 0.23 -4.06
H -4.52 0.92 -3.99
H -5.60 1.68 -2.12
H -5.28 3.04 -3.05
H -7.82 2.07 -5.02
H -8.98 3.13 -4.43
H -6.13 3.96 -4.97
H -7.47 4.22 -6.05
H -7.58 4.97 -4.48
H -7.08 4.29 -2.03
H -7.38 2.92 -1.00
H -9.59 4.38 -2.50
H -9.39 4.11 -0.83
H -9.71 2.69 -1.91
C 7.49 -1.21 1.96
C 6.71 -1.15 0.59
N 5.55 -2.06 0.48
C 4.39 -1.57 1.22
C 3.06 -2.20 0.86
C 5.79 -3.40 1.00
C 7.02 -4.02 0.36
H 8.01 -2.14 2.19
H 6.71 -1.03 2.71
H 8.30 -0.49 2.02
H 6.45 -0.13 0.33
H 7.37 -1.29 -0.27
H 4.54 -1.52 2.30
H 4.29 -0.56 0.83
H 2.92 -3.25 1.09
H 2.17 -1.85 1.39
H 2.92 -2.03 -0.21
H 4.92 -3.97 0.67
H 5.89 -3.33 2.08
H 7.17 -4.97 0.86
H 7.93 -3.43 0.45
H 6.77 -4.24 -0.68
C 0.26 -5.22 -2.04
C 1.71 -5.16 -2.43
N 2.68 -6.16 -1.87
C 2.31 -7.56 -2.12
C 2.22 -7.91 -3.59
C 2.79 -5.92 -0.41
C 4.10 -6.54 0.16
H 0.01 -5.41 -1.00
H -0.20 -6.02 -2.62
H -0.23 -4.29 -2.35
H 1.75 -5.26 -3.52
H 2.09 -4.17 -2.19
H 1.39 -7.84 -1.61
H 3.01 -8.30 -1.72
H 2.11 -8.99 -3.73
H 3.06 -7.52 -4.17
H 1.27 -7.55 -3.99
H 2.79 -4.83 -0.35
H 1.86 -6.35 -0.03
H 4.13 -7.62 0.05
H 5.03 -6.16 -0.26
H 4.16 -6.38 1.24
C 0.59 7.02 0.09
C 1.86 7.39 -0.66
N 2.77 6.26 -0.90
C 3.23 5.59 0.29
C 3.96 6.44 1.28
C 2.20 5.33 -1.87
C 3.32 4.60 -2.67
H -0.09 7.86 0.16
H 0.81 6.72 1.12
H 0.13 6.16 -0.40
H 1.68 7.94 -1.58
H 2.35 8.13 -0.02
H 2.40 5.09 0.79
H 3.91 4.79 0.00
H 4.40 5.73 1.99
H 4.60 7.24 0.91
H 3.24 7.03 1.85
H 1.66 5.81 -2.70
H 1.49 4.71 -1.33
H 2.92 3.74 -3.21
H 4.10 4.19 -2.03
H 3.82 5.21 -3.42
C 1.66 1.44 0.08
C 0.09 1.48 0.11
N -0.58 0.25 0.44
C -0.12 -0.89 -0.43
C -0.64 -2.23 -0.08
C -2.04 0.47 0.78
C -2.86 1.04 -0.39
H 1.98 2.47 -0.06
H 2.17 0.75 -0.59
H 2.10 1.23 1.06
H -0.32 2.20 0.81
H -0.22 1.76 -0.90
H -0.35 -0.61 -1.46
H 0.97 -0.87 -0.39
H -0.22 -2.92 -0.82
H -0.23 -2.48 0.89
H -1.72 -2.37 -0.18
H -2.17 1.12 1.64
H -2.34 -0.54 1.07
H -2.65 2.10 -0.54
H -3.92 1.04 -0.12
H -2.69 0.48 -1.31
*
```